# 1
# C25H42FSi4

A gas-phase ion, C25H42FSi4 (charge +1) at a distorted geometry (ωB97M-V/def2-TZVPD, the OMol25 dataset).

ORCA input file:
```
! RIJCOSX wB97M-V def2-TZVPD def2/J DEFGRID3
* xyz 1 1
Si 1.518 1.206 2.510
Si -0.419 2.435 -0.418
Si 3.160 1.578 -0.689
Si 1.116 0.771 0.212
F -4.496 -5.691 3.253
C 3.067 1.568 -2.576
C 2.881 0.066 3.146
C 1.423 -1.707 -1.242
C -4.244 -3.689 1.995
C -2.061 -1.980 -1.692
C 3.704 3.332 -0.233
C -2.068 -4.833 0.677
C -2.673 -0.253 -3.810
C -2.067 2.094 0.433
C -3.500 -2.935 1.083
C -2.750 -5.588 1.627
C -3.480 -0.285 -2.670
C 4.578 0.457 -0.135
C -0.084 0.855 3.440
C 0.101 4.204 -0.029
C -0.630 2.290 -2.285
C 2.056 2.959 2.976
C -3.813 -4.977 2.295
C -0.622 -1.647 0.347
C -3.212 -1.201 -1.641
C -1.443 -2.663 -0.468
C -1.361 -2.070 -2.907
C -2.400 -3.493 0.430
C 0.535 -0.972 -0.312
C -1.642 -1.186 -3.948
H 0.271 4.385 1.037
H 0.150 0.796 4.515
H 3.907 3.464 0.835
H -5.142 -3.279 2.451
H -3.777 -1.901 0.901
H -2.003 2.191 1.526
H 2.748 -0.964 2.788
H 0.252 2.636 -2.839
H 5.464 0.713 -0.736
H -2.466 1.098 0.192
H 0.993 4.518 -0.581
H 2.125 3.008 4.074
H -1.486 2.918 -2.580
H -3.925 -1.284 -0.826
H 4.649 3.528 -0.765
H -0.581 -2.823 -3.026
H 1.584 -1.141 -2.174
H 3.884 0.406 2.856
H -1.042 -1.226 -4.859
H -0.234 -2.164 1.251
H -0.530 -0.103 3.141
H -2.794 2.840 0.071
H 4.836 0.602 0.923
H -1.241 -5.284 0.127
H -0.853 1.261 -2.598
H 2.757 0.596 -2.983
H -0.723 4.862 -0.345
H 4.362 -0.608 -0.296
H -2.489 -6.629 1.827
H 3.043 3.229 2.587
H -1.337 -0.896 0.712
H -4.313 0.403 -2.568
H 2.993 4.105 -0.545
H -0.748 -3.410 -0.860
H -2.862 0.481 -4.590
H 1.347 3.734 2.665
H -0.832 1.646 3.298
H 1.123 -2.731 -1.524
H 2.833 0.049 4.246
H 2.388 2.340 -2.962
H 2.417 -1.803 -0.774
H 4.077 1.786 -2.959
*
```

The calculation puts the HOMO-LUMO gap at 0.2248 Ha. For the relative energy (zero: lowest compared OMol25 entry of this formula, charge and spin), the calculation gives 0.00 kcal/mol. The HOMO energy is -0.4268 Ha.

***

# 2
# C25H43AlBBrCaF4Mg2NO17S3

A molecular structure, C25H43AlBBrCaF4Mg2NO17S3 at a distorted geometry (ωB97M-V/def2-TZVPD, the OMol25 dataset).

ORCA input file:
```
! RIJCOSX wB97M-V def2-TZVPD def2/J DEFGRID3
* xyz 1 1
Br -4.948 -0.899 -0.305
Ca -5.311 1.623 -3.471
S -2.346 1.343 1.717
S 0.571 -1.432 -1.706
S 5.798 0.982 2.312
Al -5.456 -5.032 1.836
Mg 6.890 -1.082 1.087
Mg -3.487 -2.599 2.080
F -5.462 -3.592 0.808
F -4.918 -4.543 3.460
F -4.317 -6.214 1.177
F -7.076 -5.731 1.917
O -2.004 3.501 -4.856
O -0.627 -0.610 -1.963
O -2.671 2.982 1.938
O -1.629 0.784 2.943
O 6.402 0.655 3.639
O 4.651 -4.807 -1.071
O 0.376 -2.774 -2.275
O 0.788 -1.540 -0.241
O -0.904 -1.989 1.062
O 1.331 5.922 -8.189
O 1.712 2.730 -1.118
O 1.596 1.695 0.957
O -3.056 5.306 -6.613
O -3.628 0.576 1.548
O -3.141 5.348 0.200
O 2.367 4.060 -6.499
O 1.744 -0.802 -2.328
N 0.087 -2.847 1.438
C 4.152 1.644 2.605
C -1.717 5.043 -6.612
C 1.041 4.342 -6.482
C -1.386 -4.399 2.771
C -0.595 2.285 -0.398
C -1.217 4.038 -5.631
C 0.212 3.725 -5.634
C 0.607 -5.289 1.516
C -0.891 5.662 -7.456
C -0.687 -3.985 4.058
C -0.507 -4.216 1.519
C 6.531 2.532 1.749
C 0.711 -2.307 2.685
C -3.446 2.102 -1.770
C -0.148 -2.561 3.946
C -1.241 0.994 0.292
C 0.987 -0.780 2.606
C -1.349 3.618 1.809
C 5.308 -4.766 0.060
C 2.120 -2.933 2.862
C -3.083 3.683 -1.848
C 0.547 5.367 -7.445
C -1.089 3.690 0.201
C 1.012 2.228 -0.172
C -1.349 -4.566 0.264
B -2.444 4.241 -0.467
H -1.673 -5.610 0.291
H -3.430 4.737 -5.916
H -0.497 2.998 2.250
H -0.263 4.467 0.031
H -1.395 -4.041 4.891
H -1.004 -1.872 3.952
H 0.069 -0.189 2.583
H 6.436 3.289 2.528
H 6.413 -4.753 0.004
H 1.189 -5.324 2.435
H 2.809 -2.244 3.357
H 0.558 2.980 -4.929
H -1.342 4.655 2.276
H 3.523 0.845 3.000
H -1.881 0.410 -0.471
H 7.587 2.360 1.537
H 4.203 2.458 3.329
H -2.761 6.169 -0.207
H -0.766 -4.427 -0.652
H -0.455 0.227 0.656
H 5.141 -5.598 0.771
H -4.468 1.930 -2.290
H 2.111 -3.833 3.480
H 0.180 -6.290 1.405
H 5.116 -3.882 0.729
H 6.028 2.862 0.838
H -1.707 -5.441 2.856
H 3.729 2.002 1.661
H -2.630 1.501 -2.334
H 1.580 -0.531 1.719
H 2.572 -3.176 1.897
H -1.241 6.395 -8.171
H 2.747 4.634 -7.193
H -4.081 4.248 -2.041
H -0.760 2.237 -1.525
H -3.457 1.813 -0.664
H 0.116 -4.686 4.297
H -2.410 3.946 -2.749
H 1.543 -0.442 3.485
H 0.432 -2.330 4.845
H 1.296 -5.134 0.682
H -2.261 -3.964 0.182
H -2.304 -3.805 2.662
*
```

The calculation puts the HOMO-LUMO gap at 0.1034 Ha. The HOMO energy is -0.3401 Ha.

***

# 3
# C25H43Cl2CrF5N3O4Si

A molecular structure, C25H43Cl2CrF5N3O4Si at a distorted geometry (ωB97M-V/def2-TZVPD, the OMol25 dataset).

ORCA input file:
```
! RIJCOSX wB97M-V def2-TZVPD def2/J DEFGRID3
* xyz 0 4
Cr 1.820 1.522 -0.368
Cl 3.013 3.051 -1.173
Cl -0.308 -2.374 -1.138
Si -1.225 -0.506 -1.727
F 3.119 2.740 2.204
F 2.069 -0.632 1.735
F 4.307 0.986 1.526
F 3.485 1.084 3.564
F 0.897 1.040 2.535
O -0.114 2.082 0.126
O 1.795 0.251 -1.699
O -0.495 -1.076 4.978
O -2.238 -1.837 2.440
N -1.610 -4.019 2.808
N -1.160 4.001 0.797
N -1.678 0.129 6.538
C -1.104 5.444 0.800
C 3.227 1.379 2.265
C -1.382 -1.301 -3.447
C -2.412 3.304 1.023
C 2.350 0.018 -2.958
C 1.942 0.729 1.694
C -1.123 1.348 -2.452
C -1.468 -4.311 1.391
C -0.705 -0.726 6.156
C 3.001 -2.316 -2.009
C -2.059 -2.780 3.199
C 0.879 0.131 -5.129
C 2.682 -2.051 -4.433
C -0.869 -4.855 3.740
C 3.071 -3.464 -4.734
C -2.592 0.690 5.572
C 1.975 2.090 -4.334
C 1.669 0.733 -4.143
C -0.069 3.306 0.479
C 0.673 2.197 -6.386
C -2.403 -0.165 -0.316
C 2.590 -1.509 -3.204
C 1.478 2.798 -5.420
C 0.399 0.830 -6.241
C -1.909 0.453 7.937
H -0.546 -3.864 0.984
H -1.390 -4.792 4.697
H 2.508 -4.223 -4.172
H 0.664 -0.952 -5.077
H -3.288 0.317 -0.764
H 4.140 -3.634 -4.538
H -2.294 2.524 1.793
H -1.101 -0.028 8.494
H -0.556 -2.012 -3.589
H -2.340 -3.913 0.855
H -0.127 -1.073 7.032
H 4.101 -2.455 -1.988
H 0.865 3.853 0.475
H -2.753 2.858 0.079
H -2.543 1.785 5.653
H -2.026 5.863 1.218
H -2.658 -1.137 0.123
H -1.883 1.546 8.078
H -3.613 0.367 5.825
H -0.221 0.313 -6.993
H -0.850 -5.886 3.363
H -1.386 -0.585 -4.281
H -1.266 1.362 -3.552
H -0.227 5.751 1.389
H 2.665 -1.811 -1.099
H 1.717 3.857 -5.535
H 0.176 -4.519 3.847
H -2.336 -1.828 -3.312
H 2.574 -3.332 -2.062
H -2.253 -2.713 4.288
H -3.159 4.035 1.359
H -0.990 5.800 -0.233
H -1.996 1.870 -2.034
H 2.591 -1.428 -5.324
H -0.280 2.036 -2.292
H -2.894 0.079 8.267
H 3.377 0.406 -2.871
H 2.945 -3.695 -5.797
H -2.317 0.360 4.567
H 2.600 2.596 -3.604
H 0.291 2.769 -7.236
H -2.026 0.524 0.475
H -1.411 -5.404 1.296
*
```

The calculation puts the HOMO-LUMO gap (alpha / beta) at 0.2826 / 0.3136 Ha. For the relative energy (zero: lowest compared OMol25 entry of this formula, charge and spin), the calculation gives 126.29 kcal/mol. As for the expectation value of S²: 3.84. The HOMO energy (alpha / beta) is -0.3040 / -0.3058 Ha.

***

no.,DFT total energy (eV)
1,-60829.2819
2,-212921.0652
3,-114214.4163